Computed, not measured: 3 unconnected molecules or ions with the total composition C29H50Br2F3N7O7 in a non-equilibrium geometry, with ωB97M-V/def2-TZVPD.

Summary:
- largest force on an atom (Eh/bohr) = 0.023
- SMILES = C=Cc1c(O)c(CC(N)(N)N)c2c(c1CC[C@](F)(Br)C(F)(F)Br)C(=O)N(CN)C2=O.COCCNCCOC.COCCNCCOC
- relative energy (zero: lowest compared OMol25 entry of this formula, charge and spin) (kJ/mol) = 0.0
- DFT total energy (eV) = -203882.1850
- HOMO energy (hartree) = -0.3156

The geometry in XYZ format:
```
98
C29H50Br2F3N7O7 | the OMol25 dataset | ωB97M-V/def2-TZVPD
H -3.36 0.40 5.43
H -0.03 0.44 2.93
H -0.26 2.97 6.96
C -1.00 3.79 -7.38
H -0.02 -4.70 0.88
H 2.58 3.85 -5.02
C -4.83 0.18 8.30
H 5.24 -2.02 -3.55
H -3.23 3.55 -4.56
N 3.69 -0.31 -2.86
H 6.32 -2.05 -2.35
O -2.39 3.85 -7.07
C -1.92 -3.80 -1.86
N 5.70 0.77 -2.12
C -0.94 -4.58 -1.01
H -3.86 -0.30 8.13
H 2.13 -5.27 -2.90
H -0.83 4.44 -8.23
C 0.97 0.56 2.53
C 1.05 -3.19 -0.08
C -1.24 2.43 5.14
H 5.03 1.48 -1.82
C 2.12 0.30 0.38
C -2.93 2.69 -6.48
F -4.21 -3.27 -2.21
F -1.96 -4.39 -3.09
H 2.36 -6.92 -2.10
H 4.31 -4.34 -1.90
O 2.81 1.25 0.13
H -1.28 0.43 -4.20
C 2.23 -5.30 -0.80
H -2.54 1.79 -6.97
N -1.88 1.79 7.54
C 0.66 1.28 -4.28
H -0.19 -4.97 -1.68
H -1.92 3.28 5.07
H 2.45 3.02 -3.46
H -2.30 3.66 8.35
H 5.59 -1.57 -0.39
C 4.76 -0.96 -0.72
H -3.71 2.02 4.75
C -2.80 2.63 -4.96
H -2.39 0.99 7.19
C -0.26 -3.90 0.18
H 3.68 0.54 -3.40
C 1.18 -1.83 0.20
H 4.69 -0.07 -0.12
H 1.59 -0.20 3.00
H -5.08 0.12 9.36
H 2.21 -5.93 0.08
Br -1.49 -1.93 -2.16
H 1.07 0.28 -4.43
H -5.59 -0.35 7.72
C 4.99 -0.50 -2.20
Br -3.66 -3.09 0.38
H -0.39 4.15 -6.55
H -0.33 2.71 4.60
C 0.17 -0.86 0.74
N 0.88 0.35 1.05
H -1.51 -5.41 -0.62
C -3.16 1.09 4.60
H -3.66 1.90 9.54
C 1.90 3.31 -4.36
H 0.74 1.52 -3.22
H -3.22 3.31 6.88
H -3.42 1.80 -4.59
H -4.60 3.26 8.90
H 2.47 1.85 2.75
C -0.78 1.26 -4.72
O 4.53 -3.79 -1.14
C 2.20 -3.84 -0.55
C 3.39 -3.11 -0.75
H -0.14 1.27 6.55
H -0.69 2.77 -7.64
C -0.83 2.12 6.58
H 1.05 2.56 2.29
O -1.77 1.32 4.44
H 3.42 -1.08 -3.45
H 1.08 3.98 -4.08
N 5.81 -1.43 -2.95
N -1.46 2.50 -4.39
C -2.82 2.87 7.80
C -4.00 2.39 8.62
H 5.97 1.00 -3.07
H -0.90 3.28 -4.72
O -1.01 -0.96 0.88
C 3.48 -1.74 -0.51
C 2.25 -5.85 -2.00
O 1.44 2.17 -5.07
H -0.81 1.04 -5.80
C -3.38 -3.89 -1.34
C 2.34 -1.12 -0.01
H -4.00 2.71 -6.71
F -3.74 -5.18 -1.33
H -3.51 0.61 3.68
O -4.83 1.53 7.85
N 1.47 1.86 2.89
H -0.92 -3.22 0.70
```

---

Computed, not measured: a molecular structure, C12H13NPPd in a non-equilibrium geometry, with ωB97M-V/def2-TZVPD.

Summary:
- <S²> = 6.02
- largest force on an atom (Eh/bohr) = 0.097
- charge = +1
- relative energy (zero: lowest compared OMol25 entry of this formula, charge and spin) (kJ/mol) = 0.0
- DFT total energy (eV) = -26900.7938
- HOMO energy (alpha / beta) (hartree) = -0.3219 / -0.4703
- 2S+1 = 5

The geometry in XYZ format:
```
28
C12H13NPPd | the OMol25 dataset | ωB97M-V/def2-TZVPD
H 1.88 -3.56 3.30
H 1.89 0.49 4.81
P -1.74 -1.22 0.78
H -0.45 2.96 -0.49
C 2.11 -0.57 4.93
C 2.88 -2.38 6.34
H 2.78 -0.33 6.97
H 2.10 2.04 -0.68
Pd 0.00 0.00 0.00
C 1.87 -1.47 3.88
H -2.78 -1.57 -0.13
C 2.61 -1.03 6.16
C 2.08 -2.84 4.09
H -2.02 1.22 -1.87
H -1.45 -2.49 1.33
H -2.51 -0.66 1.83
C -0.08 0.17 -2.42
C -0.12 2.08 -1.04
N 1.02 -0.47 1.62
C 2.61 -3.29 5.31
C 1.22 1.57 -1.11
C 1.24 0.43 -2.04
C -0.94 1.14 -1.73
C 1.39 -0.94 2.62
H -0.42 -0.63 -3.08
H 2.13 -0.12 -2.34
H 2.82 -4.34 5.46
H 3.30 -2.73 7.27
```